--- P ---
Entry from the Open Molecules 2025 dataset: a 2-piece molecular cluster, C4H11N2 overall (ωB97M-V with the def2-TZVPD basis set).

Calculated values
HOMO-LUMO gap: 7.94 eV
total charge: +1
highest occupied orbital energy: -0.47007 hartree

Geometry as XYZ:
```
17
C4H11N2 | the Open Molecules 2025 dataset | ωB97M-V with the def2-TZVPD basis set
C -2.379 0.432 -1.791
N -1.115 0.491 -1.722
H -2.923 -0.449 -1.474
H -2.920 1.320 -2.102
H -0.635 1.294 -2.113
H -0.517 -0.249 -1.202
C 2.070 0.362 0.659
C 0.718 -0.236 0.954
C -0.031 0.076 2.010
N 0.253 -1.172 -0.040
H 2.194 0.662 -0.380
H 2.841 -0.374 0.903
H 2.238 1.197 1.334
H -0.952 -0.464 2.190
H 0.392 0.657 2.816
H 1.082 -1.640 -0.407
H -0.316 -1.906 0.363
```

--- Q ---
Entry from the Open Molecules 2025 dataset: an isolated ion of composition C4H11N2 and charge +1 (ωB97M-V with the def2-TZVPD basis set).

Calculated values
HOMO-LUMO gap: 9.80 eV
SMILES: CC/C([NH3+])=C/N
total charge: +1
highest occupied orbital energy: -0.49426 hartree

Geometry as XYZ:
```
17
C4H11N2 | the Open Molecules 2025 dataset | ωB97M-V with the def2-TZVPD basis set
C -1.968 0.781 0.794
C -0.984 0.996 -0.393
C 0.248 0.105 -0.238
N 0.341 -0.862 -1.390
C 1.372 0.102 0.477
N 2.105 -1.079 0.771
H -1.435 0.379 1.669
H -2.878 0.240 0.533
H -2.295 1.789 1.086
H -1.418 0.697 -1.346
H -0.716 2.044 -0.443
H -0.231 -1.713 -1.331
H 0.245 -0.439 -2.312
H 1.277 -1.294 -1.317
H 1.723 0.906 1.128
H 3.034 -0.852 1.078
H 1.582 -1.799 1.236
```

Relative energy of each structure, in eV: P 0.000; Q 0.297.

--- P ---
Entry from the Open Molecules 2025 dataset: a 2-piece molecular cluster, C4H11N2 overall (ωB97M-V with the def2-TZVPD basis set).

Calculated values
HOMO-LUMO gap: 10.51 eV
total charge: +1
highest occupied orbital energy: -0.56030 hartree

Geometry as XYZ:
```
17
C4H11N2 | the Open Molecules 2025 dataset | ωB97M-V with the def2-TZVPD basis set
C -1.484 -0.020 -1.298
C -2.372 1.338 0.706
C -0.823 -1.691 0.554
C 2.824 0.698 -0.054
N -1.742 0.524 -0.019
N -0.799 -0.410 -0.090
H -2.261 -0.660 -1.714
H -0.918 0.560 -2.018
H 2.665 1.162 -1.018
H -3.048 2.054 0.265
H -2.235 1.327 1.780
H -0.455 -1.584 1.573
H -1.822 -2.138 0.564
H -0.145 -2.344 0.009
H 2.741 -0.377 -0.149
H 3.815 0.948 0.300
H 2.092 1.063 0.656
```

--- Q ---
Entry from the Open Molecules 2025 dataset: an isolated ion of composition C4H11N2 and charge +1 (ωB97M-V with the def2-TZVPD basis set).

Calculated values
HOMO-LUMO gap: 10.76 eV
SMILES: C[N+]1(CN)CC1
total charge: +1
highest occupied orbital energy: -0.52010 hartree

Geometry as XYZ:
```
17
C4H11N2 | the Open Molecules 2025 dataset | ωB97M-V with the def2-TZVPD basis set
C 0.395 1.446 0.820
N 0.218 0.123 0.266
C -1.092 -0.427 0.273
N -1.789 -0.554 -0.990
C 1.294 -0.913 0.259
C 1.324 -0.224 -1.018
H -0.467 1.739 1.389
H 1.174 1.788 1.613
H 0.491 2.149 0.037
H -1.104 -1.386 0.701
H -1.654 0.251 0.959
H -2.249 0.292 -1.222
H -2.257 -1.389 -1.118
H 0.802 -1.848 0.033
H 2.087 -0.897 1.109
H 1.920 0.708 -1.215
H 0.906 -0.858 -1.896
```

--- R ---
Entry from the Open Molecules 2025 dataset: an isolated ion of composition C4H11N2 and charge +1 (ωB97M-V with the def2-TZVPD basis set).

Calculated values
HOMO-LUMO gap: 11.33 eV
SMILES: CCC/[NH+]=C\N
total charge: +1
highest occupied orbital energy: -0.56737 hartree

Geometry as XYZ:
```
17
C4H11N2 | the Open Molecules 2025 dataset | ωB97M-V with the def2-TZVPD basis set
C 0.802 -1.938 -0.221
C -0.686 -1.582 -0.097
C -0.956 -0.145 0.328
N -0.167 0.669 -0.579
C 0.507 1.733 -0.197
N 0.395 2.475 0.920
H 1.122 -1.565 -1.229
H 0.980 -3.068 -0.131
H 1.426 -1.461 0.595
H -1.190 -1.884 -1.117
H -1.224 -2.167 0.681
H -2.002 0.263 0.244
H -0.518 0.162 1.317
H -0.227 0.407 -1.582
H 1.330 2.066 -0.815
H 0.959 3.364 0.728
H -0.549 2.673 1.155
```

Relative energy of each structure, in eV: P 3.099; Q 2.272; R 0.000.

--- P ---
Entry from the Open Molecules 2025 dataset: a 2-piece molecular cluster, C4H11N2 overall (ωB97M-V with the def2-TZVPD basis set).

Calculated values
HOMO-LUMO gap: 7.29 eV
total charge: +1
highest occupied orbital energy: -0.46446 hartree

Geometry as XYZ:
```
17
C4H11N2 | the Open Molecules 2025 dataset | ωB97M-V with the def2-TZVPD basis set
C 0.378 -1.294 1.216
C 0.223 0.180 0.931
C 1.256 0.898 0.392
N 1.269 2.173 -0.190
H 1.260 -1.376 1.829
H -0.515 -1.741 1.696
H 0.540 -1.896 0.268
H -0.731 0.679 1.187
H 2.308 0.442 0.377
H 2.062 2.704 0.202
H 0.429 2.707 0.097
C -1.878 -0.905 -1.076
N -1.036 -0.090 -1.616
H -1.908 -0.954 0.006
H -2.497 -1.495 -1.734
H -0.884 -0.247 -2.616
H -0.275 0.216 -0.970
```

--- Q ---
Entry from the Open Molecules 2025 dataset: a 2-piece molecular cluster, C4H11N2 overall (ωB97M-V with the def2-TZVPD basis set).

Calculated values
HOMO-LUMO gap: 5.62 eV
total charge: +1
highest occupied orbital energy: -0.54807 hartree

Geometry as XYZ:
```
17
C4H11N2 | the Open Molecules 2025 dataset | ωB97M-V with the def2-TZVPD basis set
C -1.265 0.092 0.394
C -1.467 -0.368 -1.074
C -0.086 -0.279 -0.544
C 0.606 -1.565 -0.069
N 0.654 0.922 -0.751
N 1.213 0.978 1.701
H -1.350 1.124 0.685
H -1.549 -0.574 1.167
H -1.711 0.406 -1.796
H -1.722 -1.361 -1.413
H -0.076 -2.393 0.068
H 1.398 -1.841 -0.753
H 0.453 0.990 2.385
H 1.330 0.705 -1.497
H 1.130 1.017 0.273
H 1.752 1.849 1.778
H 1.051 -1.351 0.901
```

--- R ---
Entry from the Open Molecules 2025 dataset: an isolated ion of composition C4H11N2 and charge +1 (ωB97M-V with the def2-TZVPD basis set).

Calculated values
HOMO-LUMO gap: 10.54 eV
SMILES: C[C@@H]1[C@H]([NH3+])N1C
total charge: +1
highest occupied orbital energy: -0.51784 hartree

Geometry as XYZ:
```
17
C4H11N2 | the Open Molecules 2025 dataset | ωB97M-V with the def2-TZVPD basis set
C 1.354 1.406 -0.252
C 0.234 0.742 0.485
C 0.010 -0.726 0.532
N 0.968 -1.617 -0.208
N -0.831 -0.029 -0.380
C -2.246 0.135 -0.131
H 1.675 0.848 -1.127
H 2.205 1.558 0.407
H 1.023 2.385 -0.589
H -0.175 1.300 1.319
H -0.372 -1.203 1.432
H 0.918 -1.314 -1.194
H 0.687 -2.603 -0.147
H 1.931 -1.516 0.138
H -2.617 -0.602 0.583
H -2.470 1.130 0.248
H -2.761 0.006 -1.081
```

--- S ---
Entry from the Open Molecules 2025 dataset: an isolated ion of composition C4H11N2 and charge +1 (ωB97M-V with the def2-TZVPD basis set).

Calculated values
HOMO-LUMO gap: 8.91 eV
SMILES: N/C=C/CC[NH3+]
total charge: +1
highest occupied orbital energy: -0.45075 hartree

Geometry as XYZ:
```
17
C4H11N2 | the Open Molecules 2025 dataset | ωB97M-V with the def2-TZVPD basis set
N 0.919 -0.651 -2.549
C 0.456 -0.631 -1.268
C 1.063 -0.263 -0.132
C 0.446 -0.483 1.230
C -0.951 0.135 1.388
N -1.093 1.400 0.602
H 1.767 -0.175 -2.808
H 0.675 -1.432 -3.134
H -0.526 -1.086 -1.191
H 2.114 0.013 -0.161
H 0.301 -1.554 1.379
H 1.076 -0.123 2.032
H -1.765 -0.528 1.094
H -1.222 0.317 2.425
H -1.951 1.440 0.056
H -0.310 1.350 -0.090
H -1.000 2.274 1.126
```

Relative energy of each structure, in eV: P 1.357; Q 6.779; R 0.818; S 0.000.

--- P ---
Entry from the Open Molecules 2025 dataset: a 2-piece molecular cluster, C4H11N2 overall (ωB97M-V with the def2-TZVPD basis set).

Calculated values
HOMO-LUMO gap: 10.02 eV
total charge: +1
highest occupied orbital energy: -0.49465 hartree

Geometry as XYZ:
```
17
C4H11N2 | the Open Molecules 2025 dataset | ωB97M-V with the def2-TZVPD basis set
C 1.042 2.368 -0.109
N -0.269 1.903 0.450
H 1.190 3.412 0.148
H 1.811 1.753 0.348
H 1.040 2.247 -1.187
H -1.051 2.417 0.049
H -0.325 2.164 1.436
H -0.393 0.826 0.351
C 0.570 -1.567 -0.069
C 0.581 -2.893 -0.174
C -1.742 -1.200 -0.178
N -0.600 -0.782 0.176
H 1.503 -1.026 -0.142
H -0.328 -3.454 -0.004
H 1.482 -3.409 -0.464
H -2.619 -0.596 0.028
H -1.892 -2.162 -0.661
```

--- Q ---
Entry from the Open Molecules 2025 dataset: an isolated ion of composition C4H11N2 and charge +1 (ωB97M-V with the def2-TZVPD basis set).

Calculated values
HOMO-LUMO gap: 11.19 eV
SMILES: C=C([NH3+])CCN
total charge: +1
highest occupied orbital energy: -0.52734 hartree

Geometry as XYZ:
```
17
C4H11N2 | the Open Molecules 2025 dataset | ωB97M-V with the def2-TZVPD basis set
C -0.024 -2.271 -0.553
C -0.247 -0.999 -0.309
N -0.422 -0.080 -1.492
C -0.395 -0.256 0.978
C 0.710 0.829 1.101
N 0.267 1.980 0.262
H 0.251 -2.980 0.198
H 0.154 -2.688 -1.538
H -0.135 0.905 -1.186
H 0.076 -0.452 -2.299
H -1.404 -0.014 -1.768
H -0.356 -0.972 1.787
H -1.355 0.282 1.007
H 1.626 0.453 0.656
H 0.799 1.124 2.140
H 0.976 2.707 0.305
H -0.521 2.430 0.713
```

Relative energy of each structure, in eV: P 0.826; Q 0.000.